Record 1
DFT (the ωB97M-V functional and the def2-TZVPD basis) results for a structure of composition C2HHgLiO3.

Last column: natural (NBO) charge in e.
Geometry (Å):
H: -0.6087 -1.5452 1.7849  0.141
C: 0.1045 -0.7644 1.4103  -0.300
O: -0.3782 -0.5134 0.0884  -0.798
C: 0.2056 0.6125 -0.9194  0.998
O: -0.5776 0.7674 -1.8648  -0.794
O: 1.2555 1.1416 -0.6091  -0.721
Hg: 1.5900 1.2192 1.6760  0.508
Li: -1.5910 -0.9176 -1.5664  0.966

Calculated values
- lowest unoccupied orbital energy (alpha / beta) (hartree) = -0.0366 / -0.0368
- orbital gap (alpha / beta) (Eh) = 0.2103 / 0.2814
- E_HOMO (alpha / beta) (hartree) = -0.247 / -0.318
- multiplicity = 3
- energy relative to the best compared isomer or geometry (same formula, charge and spin) (kcal/mol) = 0.00



Record 2
DFT (the ωB97M-V functional and the def2-TZVPD basis) results for a structure of composition C2HHgLiO3.

Last column: natural (NBO) charge in e.
Geometry (Å):
O: 1.2276 -1.0564 -0.8085  -0.745
C: 0.6227 -0.0191 -1.2000  0.055
O: 0.0098 -0.1981 1.9699  -0.826
C: -0.4307 0.8673 1.5021  0.735
O: -1.4453 1.0531 0.8036  -0.863
Li: 0.6662 -1.6054 0.8923  0.944
H: 1.1506 0.4935 -2.0591  0.113
Hg: -1.8010 0.4651 -1.1002  0.588

Calculated values
- lowest unoccupied orbital energy (alpha / beta) (hartree) = -0.0109 / -0.0496
- orbital gap (alpha / beta) (Eh) = 0.2601 / 0.2537
- E_HOMO (alpha / beta) (hartree) = -0.271 / -0.303
- multiplicity = 3
- energy relative to the best compared isomer or geometry (same formula, charge and spin) (kcal/mol) = 3.86



Record 3
DFT (the ωB97M-V functional and the def2-TZVPD basis) results for a structure of composition C2HHgO4.

Last column: natural (NBO) charge in e.
Geometry (Å):
O: -1.6138 0.9490 -0.4531  -0.529
C: -1.0138 1.0499 0.5823  0.662
O: -0.2300 0.0579 1.0365  -0.559
C: 0.7728 -0.5078 0.2308  0.967
O: 0.8855 -1.7352 0.3562  -0.733
O: 1.1225 0.1193 -0.7866  -0.761
Hg: 1.0376 -1.8981 -2.1619  0.825
H: -0.9608 1.9650 1.1958  0.128

Calculated values
- lowest unoccupied orbital energy (alpha / beta) (hartree) = 0.0019 / -0.1338
- orbital gap (alpha / beta) (Eh) = 0.3714 / 0.2400
- E_HOMO (alpha / beta) (hartree) = -0.369 / -0.374
- multiplicity = 2
- energy relative to the best compared isomer or geometry (same formula, charge and spin) (kcal/mol) = 6.68



Record 4
DFT (the ωB97M-V functional and the def2-TZVPD basis) results for a structure of composition C2HI2NO2.

Last column: natural (NBO) charge in e.
Geometry (Å):
C: -0.6834 0.2958 0.0306  0.176
C: 1.2519 0.7232 0.0120  -0.667
N: -1.0613 -0.9855 -0.0035  0.359
O: -2.2820 -1.1232 -0.1420  -0.363
O: -0.2551 -1.9025 0.1162  -0.395
I: 1.7961 2.6824 0.0490  0.316
I: 2.5365 -0.8415 0.0526  0.363
H: -1.3026 1.1512 -0.1150  0.210

Calculated values
- lowest unoccupied orbital energy (alpha / beta) (hartree) = -0.0301 / -0.1012
- orbital gap (alpha / beta) (Eh) = 0.2690 / 0.2551
- E_HOMO (alpha / beta) (hartree) = -0.299 / -0.356
- multiplicity = 3



Record 5
DFT (the ωB97M-V functional and the def2-TZVPD basis) results for a structure of composition C2HIN2O2.

Last column: natural (NBO) charge in e.
Geometry (Å):
C: -0.8499 -1.0050 -0.2272  0.193
C: -0.4156 0.3597 -0.0722  -0.379
N: -0.9552 -2.1357 -0.3563  -0.228
N: 1.0866 0.2624 -0.0141  0.513
O: 1.5619 0.0731 -1.0959  -0.332
O: 1.6791 0.4098 1.0298  -0.330
I: -1.2828 1.0109 1.7882  0.238
H: -0.8241 1.0247 -1.0523  0.323

Calculated values
- lowest unoccupied orbital energy (hartree) = -0.0340
- orbital gap (Eh) = 0.3580
- E_HOMO (hartree) = -0.392
- multiplicity = 1
- energy relative to the best compared isomer or geometry (same formula, charge and spin) (kcal/mol) = 47.04



Record 6
DFT (the ωB97M-V functional and the def2-TZVPD basis) results for a cluster of 2 separate species, C2HIN2O2 in total.

Last column: natural (NBO) charge in e.
Geometry (Å):
C: -0.2033 -2.1204 -1.1246  0.044
C: 0.4991 0.6057 1.3183  0.958
N: -0.7805 -1.3643 -0.4882  -0.351
N: -0.9599 2.1871 0.1769  -0.525
O: 1.1010 -0.0090 2.1073  -0.466
O: -0.0148 1.6444 0.9372  -0.256
I: 0.8240 -3.4263 -2.3443  0.310
H: -0.4656 2.4828 -0.5825  0.285

Calculated values
- lowest unoccupied orbital energy (hartree) = -0.0293
- orbital gap (Eh) = 0.2672
- E_HOMO (hartree) = -0.296
- multiplicity = 1
- energy relative to the best compared isomer or geometry (same formula, charge and spin) (kcal/mol) = 95.80



Record 7
DFT (the ωB97M-V functional and the def2-TZVPD basis) results for an isolated molecule of C2HIN2O2.

Last column: natural (NBO) charge in e.
Geometry (Å):
C: 1.8765 -0.0554 0.6425  0.162
C: -0.3403 -0.9887 -0.1832  0.889
N: 0.8755 -0.6852 0.5816  -0.524
N: -1.7970 0.9297 0.4273  -0.123
O: -0.3836 -2.0716 -0.6819  -0.504
O: -1.2603 -0.0768 -0.3187  -0.374
I: 3.1106 1.3088 -0.2151  0.167
H: -2.0814 1.6392 -0.2525  0.308

Calculated values
- lowest unoccupied orbital energy (alpha / beta) (hartree) = 0.0106 / -0.0578
- orbital gap (alpha / beta) (Eh) = 0.2887 / 0.3214
- E_HOMO (alpha / beta) (hartree) = -0.278 / -0.379
- multiplicity = 3
- energy relative to the best compared isomer or geometry (same formula, charge and spin) (kcal/mol) = 0.00



Record 8
DFT (the ωB97M-V functional and the def2-TZVPD basis) results for a structure of composition C2HLiNaO3.

Last column: natural (NBO) charge in e.
Geometry (Å):
O: -0.2603 -1.1744 1.4953  -0.797
C: -0.1438 0.0247 1.7395  0.397
C: -0.1832 1.2392 1.2972  -0.735
O: -0.6851 1.0175 -0.8665  -0.320
O: 0.4614 0.8895 -1.6149  -0.643
Li: 1.8107 1.1933 0.3476  0.916
Na: 0.2068 -1.7315 -0.6548  0.949
H: -0.4082 2.2264 1.6856  0.233

Calculated values
- lowest unoccupied orbital energy (alpha / beta) (hartree) = -0.0343 / -0.0331
- orbital gap (alpha / beta) (Eh) = 0.2158 / 0.2102
- E_HOMO (alpha / beta) (hartree) = -0.250 / -0.243
- multiplicity = 2
- energy relative to the best compared isomer or geometry (same formula, charge and spin) (kcal/mol) = 139.99



Record 9
DFT (the ωB97M-V functional and the def2-TZVPD basis) results for the ion C2HN2OS2 with charge -1.

Last column: natural (NBO) charge in e.
Geometry (Å):
O: -4.5124 -1.0488 0.0072  -0.533
C: -3.3400 -0.9980 0.0051  0.912
N: -2.1301 -1.0666 0.0035  -0.570
C: -1.0142 -0.2366 -0.1160  0.234
S: -1.3511 1.4154 -0.0558  -0.393
N: 0.2804 -0.6385 0.0926  -0.650
S: 1.6762 -1.7130 -0.0578  -0.414
H: 0.8800 0.1339 0.2593  0.414

Calculated values
- lowest unoccupied orbital energy (alpha / beta) (hartree) = 0.1239 / 0.1239
- orbital gap (alpha / beta) (Eh) = 0.2445 / 0.2445
- E_HOMO (alpha / beta) (hartree) = -0.121 / -0.121
- multiplicity = 1
- SMILES string = O=C=NC(=S)N[S-]
- total charge = -1
- energy relative to the best compared isomer or geometry (same formula, charge and spin) (kcal/mol) = 42.85



Record 10
DFT (the ωB97M-V functional and the def2-TZVPD basis) results for a cluster of 2 separate species, C2HN2PS in total.

Last column: natural (NBO) charge in e.
Geometry (Å):
C: 0.3103 -0.8794 -1.2205  -0.110
C: 0.9973 -0.6300 1.3377  -0.125
N: 0.7221 -0.5765 -2.2396  -0.230
N: 1.7770 -0.1424 2.0168  -0.206
P: -0.3719 -1.3276 0.4049  0.745
S: -2.0142 1.5727 0.3553  -0.159
H: -1.4206 1.9831 -0.6546  0.085

Calculated values
- lowest unoccupied orbital energy (alpha / beta) (hartree) = -0.1505 / -0.1505
- orbital gap (alpha / beta) (Eh) = 0.2151 / 0.2149
- E_HOMO (alpha / beta) (hartree) = -0.366 / -0.365
- multiplicity = 1
- energy relative to the best compared isomer or geometry (same formula, charge and spin) (kcal/mol) = 73.37



Record 11
DFT (the ωB97M-V functional and the def2-TZVPD basis) results for a cluster of 2 separate species, C2HN2PS2 in total.

Last column: natural (NBO) charge in e.
Geometry (Å):
C: -2.2780 -1.3307 -1.4336  0.437
C: -1.4544 -1.1214 0.8827  0.403
N: -1.9030 -1.2689 -0.3236  -0.600
N: -1.0427 -0.9460 1.9362  -0.243
P: 1.5032 1.9423 0.2680  0.513
S: 2.0753 1.2606 1.9782  -0.363
S: 1.7231 0.3598 -1.1299  -0.288
H: 1.3765 1.1043 -2.1780  0.141

Calculated values
- lowest unoccupied orbital energy (hartree) = -0.0496
- orbital gap (Eh) = 0.2866
- E_HOMO (hartree) = -0.336
- multiplicity = 1
- energy relative to the best compared isomer or geometry (same formula, charge and spin) (kcal/mol) = 23.34



Record 12
DFT (the ωB97M-V functional and the def2-TZVPD basis) results for a cluster of 3 separate species, C2HN3O2 in total.

Last column: natural (NBO) charge in e.
Geometry (Å):
C: -0.8044 -1.8578 0.8265  0.292
C: 2.3493 2.8574 -1.4977  1.023
N: -1.9309 -1.9682 3.2253  0.015
N: -1.2213 -1.5383 3.9463  -0.017
N: -0.4624 -0.9200 0.2364  -0.739
O: 1.4591 2.3393 -2.0009  -0.523
O: 3.2393 3.3642 -0.9897  -0.499
H: -0.1655 -0.1247 -0.2884  0.448

Calculated values
- lowest unoccupied orbital energy (hartree) = 0.0057
- orbital gap (Eh) = 0.4267
- E_HOMO (hartree) = -0.421
- multiplicity = 1
- energy relative to the best compared isomer or geometry (same formula, charge and spin) (kcal/mol) = 10.22



Record 13
DFT (the ωB97M-V functional and the def2-TZVPD basis) results for an isolated molecule of C2HN3O2.

Last column: natural (NBO) charge in e.
Geometry (Å):
O: -2.1521 -0.2744 -0.1739  -0.496
C: -0.9691 -0.2912 -0.0999  0.698
C: -0.0570 0.9597 0.0249  0.021
N: 1.2016 0.9703 0.0187  -0.235
N: 1.7749 -0.3665 -0.1865  -0.011
N: 1.2282 -1.4042 -0.1009  0.190
O: -0.2510 -1.4612 0.2052  -0.407
H: -0.7755 1.8674 0.3125  0.240

Calculated values
- lowest unoccupied orbital energy (hartree) = -0.0415
- orbital gap (Eh) = 0.3569
- E_HOMO (hartree) = -0.398
- multiplicity = 1
- SMILES string = O=c1cnnno1
- energy relative to the best compared isomer or geometry (same formula, charge and spin) (kcal/mol) = 112.17



Record 14
DFT (the ωB97M-V functional and the def2-TZVPD basis) results for an isolated molecule of C2HN3OS2.

Last column: natural (NBO) charge in e.
Geometry (Å):
S: 1.8350 0.7608 2.7929  -0.039
C: 1.0461 0.1085 1.4446  0.278
N: 0.0255 -0.9337 1.4657  -0.082
N: -0.7175 -1.0029 0.5117  -0.156
C: -0.5572 -0.3121 -0.6835  0.180
S: -1.8779 -0.3409 -1.9616  0.033
N: 0.4383 0.4722 -0.8943  -0.075
O: 1.0685 0.7592 0.3294  -0.330
H: -1.2607 0.4889 -3.0047  0.192

Calculated values
- lowest unoccupied orbital energy (hartree) = -0.0726
- orbital gap (Eh) = 0.2691
- E_HOMO (hartree) = -0.342
- multiplicity = 1
- SMILES string = S=c1nnc(S)no1
- energy relative to the best compared isomer or geometry (same formula, charge and spin) (kcal/mol) = 57.29



Record 15
DFT (the ωB97M-V functional and the def2-TZVPD basis) results for a cluster of 2 separate species, C2HN4 in total.

Last column: natural (NBO) charge in e.
Geometry (Å):
C: -1.7872 -0.1706 -0.2803  0.053
C: -0.6407 0.5126 -0.4375  0.614
N: -2.6584 -0.9043 -0.1674  0.110
N: 0.3965 1.0332 -0.5427  -0.299
N: 1.7388 -1.5348 1.4658  0.071
N: 1.9617 -0.7536 0.7299  -0.066
H: 0.9892 1.8175 -0.7678  0.517

Calculated values
- lowest unoccupied orbital energy (hartree) = -0.2820
- orbital gap (Eh) = 0.4055
- E_HOMO (hartree) = -0.688
- multiplicity = 1
- total charge = +1
- energy relative to the best compared isomer or geometry (same formula, charge and spin) (kcal/mol) = 8.59



Record 16
DFT (the ωB97M-V functional and the def2-TZVPD basis) results for an isolated molecule of C2HN5O.

Last column: natural (NBO) charge in e.
Geometry (Å):
O: -1.8302 -0.4217 0.8555  -0.467
C: -0.9601 -0.3629 0.0433  0.657
N: -0.9816 0.8752 -0.7712  -0.042
N: 0.0686 1.5042 -0.3424  -0.179
C: 1.0590 0.9154 0.4572  0.153
N: 1.5969 -0.2751 0.5452  -0.243
N: 1.1718 -1.1365 -0.4018  0.090
N: -0.0822 -1.2138 -0.5770  -0.201
H: 1.6332 1.7812 0.9827  0.232

Calculated values
- lowest unoccupied orbital energy (hartree) = -0.0731
- orbital gap (Eh) = 0.3147
- E_HOMO (hartree) = -0.388
- multiplicity = 1
- SMILES string = O=c1nncnnn1
- energy relative to the best compared isomer or geometry (same formula, charge and spin) (kcal/mol) = 78.78



Record 17
DFT (the ωB97M-V functional and the def2-TZVPD basis) results for an isolated molecule of C2HN5O.

Last column: natural (NBO) charge in e.
Geometry (Å):
O: -0.7963 1.1782 -1.3166  -0.497
C: -0.0517 0.1709 -1.0114  0.662
N: 1.3192 0.1422 -0.5704  -0.123
N: 1.5731 0.0253 0.6404  -0.094
C: 0.4403 0.4636 1.4651  0.179
N: -0.6939 -0.0756 1.1383  -0.274
N: -0.9713 -1.1631 0.4168  0.090
N: -0.7048 -1.0141 -0.8402  -0.208
H: 0.3828 1.3652 2.3161  0.265

Calculated values
- lowest unoccupied orbital energy (hartree) = -0.0576
- orbital gap (Eh) = 0.3214
- E_HOMO (hartree) = -0.379
- multiplicity = 1
- SMILES string = O=c1nncnnn1
- energy relative to the best compared isomer or geometry (same formula, charge and spin) (kcal/mol) = 104.05



Record 18
DFT (the ωB97M-V functional and the def2-TZVPD basis) results for a cluster of 2 separate species, C2HNO2 in total.

Last column: natural (NBO) charge in e.
Geometry (Å):
O: 1.6128 -1.3471 0.0567  -0.532
C: 2.0297 -0.2710 -0.0997  1.021
O: 2.3454 0.8191 -0.1436  -0.488
C: -1.8620 0.3131 0.1242  0.050
N: -2.4975 1.2358 0.1583  -0.296
H: -1.6284 -0.7498 -0.0959  0.245

Calculated values
- lowest unoccupied orbital energy (hartree) = 0.0128
- orbital gap (Eh) = 0.4898
- E_HOMO (hartree) = -0.477
- multiplicity = 1
- SMILES string = O=C=O.C#N
- energy relative to the best compared isomer or geometry (same formula, charge and spin) (kcal/mol) = 5.26



Record 19
DFT (the ωB97M-V functional and the def2-TZVPD basis) results for an isolated molecule of C2HNO2.

Last column: natural (NBO) charge in e.
Geometry (Å):
C: -0.4543 -0.1641 -0.0598  -0.053
C: -1.8136 0.3942 -0.0477  0.642
N: -1.2635 -1.5676 0.0841  -0.011
O: -2.3304 1.4501 0.0526  -0.494
O: -2.4577 -0.8643 -0.0530  -0.302
H: 0.5829 0.0566 0.0030  0.217

Calculated values
- lowest unoccupied orbital energy (alpha / beta) (hartree) = 0.0321 / -0.0963
- orbital gap (alpha / beta) (Eh) = 0.3795 / 0.3349
- E_HOMO (alpha / beta) (hartree) = -0.347 / -0.431
- multiplicity = 3
- energy relative to the best compared isomer or geometry (same formula, charge and spin) (kcal/mol) = 0.00



Record 20
DFT (the ωB97M-V functional and the def2-TZVPD basis) results for an isolated molecule of C2HNO2S.

Last column: natural (NBO) charge in e.
Geometry (Å):
C: 1.3990 0.1297 -0.1426  0.091
C: -0.1275 0.5166 -0.1082  0.023
N: 1.1006 1.2799 -0.5566  -0.284
O: -1.6191 -1.6563 0.0065  -0.883
O: -0.9908 0.6421 1.0007  -0.640
S: -1.7642 -0.2316 -0.2018  1.465
H: 2.0021 -0.6803 0.0020  0.228

Calculated values
- lowest unoccupied orbital energy (hartree) = 0.0099
- orbital gap (Eh) = 0.3674
- E_HOMO (hartree) = -0.357
- multiplicity = 1
- energy relative to the best compared isomer or geometry (same formula, charge and spin) (kcal/mol) = 125.47